[1]
{
  "formula": "C37H30F5MoN3O2P2S",
  "method": "ωB97M-V with the def2-TZVPD basis set",
  "e_homo_ev": [-13.393, -13.422],
  "multiplicity": 3,
  "total_charge": 2,
  "e_lumo_ev": [-6.76, -6.69],
  "symbols": ["Mo", "C", "C", "P", "C", "C", "C", "C", "C", "C", "C", "C", "C", "C", "C", "C", "P", "C", "C", "C", "C", "C", "C", "C", "C", "C", "C", "C", "C", "H", "H", "H", "H", "H", "H", "H", "H", "H", "H", "H", "H", "H", "H", "H", "H", "H", "H", "H", "H", "H", "H", "H", "H", "C", "N", "C", "C", "N", "C", "S", "H", "H", "H", "H", "H", "H", "O", "C", "N", "F", "C", "C", "F", "C", "F", "C", "O", "C", "F", "C", "F"],
  "coordinates": [[-0.38462, 0.23433, 0.17535], [-3.60894, -0.80990, 1.60494], [-4.02273, 0.41931, 0.80976], [-2.53137, 1.43518, 0.54100], [-3.01538, 2.74221, -0.58453], [-2.63711, 2.60445, -1.91861], [-3.11337, 3.49850, -2.86819], [-3.95806, 4.53177, -2.48714], [-4.34733, 4.66336, -1.16009], [-3.89312, 3.76298, -0.21175], [-2.00175, 1.92747, 2.20288], [-0.96064, 1.13963, 2.70962], [-0.31605, 1.42130, 3.90043], [-0.75102, 2.52086, 4.63443], [-1.79044, 3.30852, 4.16322], [-2.40997, 3.02699, 2.95068], [-2.16367, -1.53548, 0.75567], [-2.83701, -2.28367, -0.73209], [-2.30856, -2.04037, -1.99511], [-2.88809, -2.62473, -3.11116], [-3.98709, -3.45718, -2.96819], [-4.51149, -3.71486, -1.70717], [-3.94163, -3.13008, -0.59080], [-1.51650, -2.80056, 1.85429], [-1.15961, -2.47162, 3.16531], [-0.61074, -3.43500, 3.99455], [-0.42124, -4.72873, 3.52358], [-0.78415, -5.06024, 2.22795], [-1.32663, -4.09826, 1.38796], [-4.41053, -1.54690, 1.67365], [-3.32201, -0.55200, 2.62730], [-4.42732, 0.14951, -0.17047], [-4.76845, 1.03199, 1.32503], [-1.97458, 1.80026, -2.22136], [-2.83355, 3.38050, -3.90626], [-4.33073, 5.22710, -3.22580], [-5.01949, 5.45705, -0.86809], [-4.24083, 3.85942, 0.80629], [-0.63233, 0.18802, 2.21867], [0.49536, 0.79926, 4.25033], [-0.27541, 2.76456, 5.57434], [-2.11853, 4.16223, 4.73960], [-3.19474, 3.68035, 2.60011], [-1.43468, -1.41386, -2.11004], [-2.47348, -2.43832, -4.09121], [-4.43430, -3.91544, -3.83876], [-5.35919, -4.37458, -1.59525], [-4.35170, -3.35990, 0.38505], [-1.33170, -1.48008, 3.56369], [-0.34166, -3.18378, 5.01109], [0.00133, -5.48220, 4.17353], [-0.64200, -6.06843, 1.86468], [-1.58309, -4.35843, 0.37080], [3.31050, 2.03607, -1.12854], [2.22778, 2.84357, -1.68268], [2.30587, 3.51904, -2.87991], [1.14484, 4.19445, -3.04114], [0.37998, 3.91601, -1.93559], [1.03566, 3.08435, -1.11842], [0.49489, 2.54882, 0.44423], [4.12925, 2.69073, -0.83636], [3.64155, 1.33030, -1.88876], [2.93236, 1.50581, -0.25846], [3.17933, 3.46086, -3.50199], [0.80670, 4.84022, -3.82767], [-0.55655, 4.24652, -1.75305], [1.21306, -0.08817, -3.75460], [0.68182, 0.12970, -2.74069], [0.12272, 0.41925, -1.72116], [4.81566, -3.80863, 1.86226], [3.69982, -3.28804, 1.37841], [3.38049, -1.95995, 1.62804], [4.17352, -1.18158, 2.34895], [2.20324, -1.46425, 1.10158], [1.85286, -0.15373, 1.31659], [1.31712, -2.20610, 0.34778], [0.17642, -1.69159, -0.12349], [1.66583, -3.53555, 0.09446], [0.87489, -4.29742, -0.65805], [2.83983, -4.06701, 0.60786], [3.14737, -5.33115, 0.36276]],
  "forces_ev_per_angstrom": [[0.1, 0.0, -0.2], [0.0, 0.0, 0.1], [-0.1, 0.1, 0.0], [0.1, 0.0, 0.0], [-0.1, 0.1, 0.1], [0.1, 0.0, -0.1], [0.0, 0.0, 0.0], [0.0, 0.0, 0.0], [0.0, 0.0, 0.0], [0.0, 0.0, 0.0], [0.0, 0.2, 0.1], [0.2, -0.3, -0.2], [-0.2, 0.2, 0.0], [0.1, -0.1, 0.0], [0.0, 0.0, 0.0], [0.0, -0.1, 0.0], [0.0, 0.1, 0.1], [-0.1, -0.1, 0.1], [0.1, 0.1, 0.0], [0.0, 0.0, 0.0], [0.0, 0.0, 0.0], [0.0, 0.0, 0.0], [0.0, 0.0, 0.0], [0.0, 0.0, 0.0], [-0.1, -0.1, 0.0], [0.0, 0.0, 0.0], [0.0, 0.0, 0.0], [0.0, 0.0, 0.0], [0.1, 0.0, 0.0], [0.0, 0.0, 0.0], [0.0, 0.0, 0.0], [0.0, 0.0, 0.0], [0.0, -0.1, 0.0], [0.0, 0.0, 0.0], [0.0, 0.0, 0.0], [0.0, 0.0, 0.0], [0.0, 0.0, 0.0], [0.0, 0.0, 0.0], [-0.2, 0.1, 0.4], [0.0, 0.0, 0.0], [0.0, 0.0, 0.0], [0.0, 0.0, 0.0], [0.0, 0.0, 0.0], [-0.1, 0.0, 0.0], [0.0, 0.0, 0.0], [0.0, 0.0, 0.0], [0.0, 0.0, 0.0], [0.0, 0.0, 0.0], [0.0, 0.1, 0.0], [0.0, 0.0, 0.0], [0.0, 0.0, 0.0], [0.0, 0.0, 0.0], [0.0, 0.0, 0.0], [-0.1, 0.0, 0.0], [-0.2, 0.1, 0.0], [-0.1, 0.1, -0.1], [0.1, 0.0, -0.1], [0.0, -0.1, 0.1], [0.2, -0.1, 0.2], [-0.2, 0.0, 0.0], [0.0, -0.1, 0.0], [0.0, 0.0, 0.1], [0.1, 0.0, 0.0], [0.0, 0.0, -0.1], [0.0, 0.1, -0.1], [0.0, 0.0, 0.0], [0.1, 0.0, -0.1], [0.1, -0.1, -0.4], [-0.5, 0.2, 0.4], [0.0, 0.0, 0.0], [-0.1, 0.1, 0.0], [-0.1, -0.3, -0.1], [0.1, 0.0, 0.0], [0.2, -0.1, 0.1], [-0.1, 0.1, 0.0], [-0.1, -0.4, -0.1], [0.4, 0.1, 0.0], [0.2, 0.1, 0.1], [0.0, 0.1, 0.0], [-0.1, 0.1, 0.0], [0.0, 0.1, 0.0]],
  "lowdin_spin": [1.708, -0.007, -0.003, 0.001, 0.000, 0.000, 0.000, 0.000, 0.000, -0.001, 0.013, 0.002, 0.002, -0.001, 0.005, 0.001, -0.014, 0.007, 0.004, 0.000, 0.001, 0.001, 0.000, -0.002, -0.001, 0.001, -0.003, 0.001, -0.003, -0.001, 0.000, 0.000, -0.001, 0.001, 0.000, 0.000, 0.000, 0.000, 0.007, 0.000, 0.000, 0.000, 0.000, 0.002, 0.000, 0.000, 0.000, 0.000, 0.000, 0.000, 0.000, 0.000, 0.000, 0.001, -0.003, -0.002, -0.002, 0.000, 0.008, 0.000, 0.000, 0.000, 0.000, 0.000, 0.000, 0.000, 0.064, 0.052, 0.058, 0.002, 0.005, 0.000, 0.000, 0.006, 0.030, 0.003, 0.058, 0.003, 0.001, -0.001, -0.001]
}

***

[2]
{
  "formula": "C37H30MoN8O7S",
  "method": "ωB97M-V with the def2-TZVPD basis set",
  "e_homo_ev": [-6.699, -6.832],
  "multiplicity": 1,
  "total_charge": 0,
  "e_lumo_ev": [-1.08, -1.05],
  "symbols": ["Mo", "N", "C", "N", "C", "N", "N", "C", "C", "C", "C", "C", "C", "N", "C", "C", "C", "C", "C", "C", "H", "H", "H", "H", "H", "H", "H", "H", "H", "H", "H", "O", "C", "C", "C", "C", "C", "C", "C", "O", "N", "N", "C", "C", "C", "C", "C", "C", "C", "O", "H", "H", "H", "H", "H", "H", "H", "H", "H", "H", "C", "C", "C", "C", "C", "C", "C", "S", "O", "O", "N", "C", "C", "O", "O", "H", "H", "H", "H", "H", "H", "H", "H", "H"],
  "coordinates": [[-1.26338, -0.06291, 0.57066], [0.51127, -2.06107, 4.34962], [-0.45940, -1.67189, 3.48093], [-0.38751, -0.59940, 2.75699], [0.70637, 0.24221, 2.90006], [0.68619, 1.40049, 2.29546], [-0.32259, 1.54157, 1.46013], [-0.64890, 2.76870, 1.07677], [-1.91611, 2.90064, 0.50276], [-2.52660, 4.13861, 0.19886], [-3.85359, 4.16601, -0.14149], [-4.56208, 2.95901, -0.19934], [-3.89182, 1.77572, 0.04579], [-2.60497, 1.72700, 0.37999], [1.84024, -0.18289, 3.69108], [3.05693, 0.49748, 3.68949], [4.13305, -0.01116, 4.39546], [4.00594, -1.18446, 5.11886], [2.80122, -1.87423, 5.13426], [1.72725, -1.38758, 4.40598], [0.40667, -2.91876, 4.87088], [-1.33517, -2.30146, 3.40492], [-0.00472, 3.59709, 1.33300], [-1.94439, 5.04137, 0.28351], [-4.35693, 5.09934, -0.34351], [-5.61303, 2.94553, -0.43692], [-4.41871, 0.83001, -0.02432], [3.13988, 1.40617, 3.11840], [5.07745, 0.51098, 4.37794], [4.85028, -1.57902, 5.66302], [2.70266, -2.78394, 5.70598], [3.35811, -0.04890, 0.90357], [3.48873, -1.29780, 0.42713], [4.79267, -1.78629, 0.31831], [5.05198, -3.05424, -0.15078], [4.00067, -3.88584, -0.51259], [2.70655, -3.44021, -0.37154], [2.42340, -2.15699, 0.10347], [1.02165, -1.77866, 0.26058], [0.64899, -0.56103, 0.48628], [0.10115, -2.70477, 0.23530], [-1.11677, -2.18513, 0.43939], [-2.09147, -3.06061, 0.50542], [-3.42610, -2.74915, 0.86810], [-4.44398, -3.71043, 0.75745], [-5.74265, -3.41579, 1.09610], [-6.06446, -2.14865, 1.57458], [-5.08111, -1.19335, 1.73240], [-3.75129, -1.46728, 1.39112], [-2.80571, -0.57198, 1.57200], [2.56323, 0.40384, 0.55624], [5.59212, -1.12099, 0.60029], [6.07024, -3.40079, -0.23648], [4.19149, -4.87267, -0.90268], [1.86618, -4.06793, -0.61553], [-1.82904, -4.09175, 0.27385], [-4.18327, -4.69038, 0.38667], [-6.51404, -4.16183, 0.98792], [-7.08933, -1.91047, 1.81481], [-5.31563, -0.21540, 2.12822], [2.47132, 3.63317, -6.79080], [1.94543, 2.98423, -5.54743], [1.88297, 1.59864, -5.45830], [1.51132, 0.98880, -4.27686], [1.18511, 1.75267, -3.17048], [1.20504, 3.13201, -3.24806], [1.58063, 3.73923, -4.43626], [0.98607, 0.83123, -1.63558], [1.72403, 1.53327, -0.61143], [1.43280, -0.49536, -1.97571], [-0.59580, 0.84146, -1.19946], [-1.49203, 0.94481, -2.30864], [-2.73203, 0.06970, -2.00334], [-3.69011, 0.05881, -2.74473], [-2.60887, -0.58925, -0.91844], [2.38547, 2.96506, -7.64463], [3.52777, 3.86061, -6.64369], [1.95819, 4.56518, -7.01570], [2.14609, 0.98780, -6.30796], [1.50669, -0.08340, -4.17261], [0.95926, 3.72230, -2.37941], [1.60827, 4.81709, -4.49449], [-1.03210, 0.57710, -3.23416], [-1.82329, 1.98115, -2.47662]],
  "forces_ev_per_angstrom": [[-1.1, 0.3, 0.0], [-0.7, 0.1, -0.5], [0.6, 0.2, 0.2], [0.0, -0.3, 0.1], [-0.1, 1.1, -0.5], [1.8, -0.7, 1.5], [-1.5, 1.1, -1.1], [1.1, -0.9, 0.7], [-1.3, 0.2, -0.7], [0.4, -0.5, 0.2], [-0.2, -0.4, 0.0], [0.3, 0.1, 0.1], [-0.7, -0.1, -0.1], [1.2, 0.6, 0.2], [0.1, -0.3, 0.3], [0.1, -0.2, 0.3], [-0.1, 0.4, -0.2], [-0.4, -0.4, 0.0], [0.3, 0.0, 0.1], [0.2, 0.6, -0.2], [-0.1, 0.1, -0.1], [-0.1, -0.1, -0.1], [0.0, 0.0, 0.1], [0.1, 0.1, 0.0], [0.0, 0.1, 0.0], [-0.1, -0.1, -0.1], [0.2, 0.0, 0.0], [0.0, 0.1, -0.1], [0.1, 0.0, 0.0], [0.0, 0.0, 0.1], [0.0, -0.2, 0.0], [0.0, 0.2, 0.0], [-0.1, -0.5, 0.0], [0.0, 0.2, 0.1], [-0.1, 0.0, 0.1], [0.0, -0.1, -0.1], [0.0, 0.1, 0.1], [0.4, 0.2, 0.1], [-1.2, -0.9, 0.0], [1.3, -0.3, 0.5], [1.6, -0.8, -0.2], [-1.5, -0.5, 0.3], [1.1, 0.6, -0.2], [-0.9, 0.6, 0.4], [0.3, 0.2, 0.0], [-0.1, -0.1, 0.0], [0.3, 0.1, 0.0], [0.1, 0.1, 0.1], [0.2, -1.0, -0.5], [-1.8, -0.1, 1.3], [0.0, 0.0, -0.1], [0.1, 0.1, 0.0], [0.1, 0.0, 0.0], [0.0, -0.1, 0.0], [-0.1, -0.1, -0.1], [0.1, 0.1, 0.0], [0.0, -0.2, -0.1], [-0.1, -0.1, 0.0], [-0.1, 0.0, 0.1], [0.0, 0.1, 0.0], [0.0, 0.0, 0.0], [-0.1, -0.1, 0.0], [-0.1, 0.1, 0.1], [0.0, -0.1, 0.0], [0.0, -0.4, 0.3], [0.0, 0.1, 0.1], [-0.1, -0.1, 0.1], [-0.9, 0.2, 0.1], [0.5, 0.5, 0.0], [0.2, -0.1, -0.5], [1.6, 1.0, -0.9], [-0.9, -0.3, -0.4], [0.7, 1.1, -1.5], [-0.2, -0.1, 0.0], [-0.1, -0.7, 1.1], [0.0, 0.0, -0.1], [0.1, 0.1, -0.1], [0.0, 0.1, 0.0], [0.1, 0.0, -0.1], [0.0, -0.1, -0.1], [0.0, 0.1, 0.1], [0.0, 0.1, 0.0], [-0.4, 0.1, 0.0], [-0.1, -0.2, -0.1]],
  "lowdin_charge": [1.859, 0.137, -0.082, 0.073, -0.258, 0.107, -0.163, -0.052, -0.253, -0.009, -0.057, -0.028, -0.098, 0.008, -0.079, -0.004, -0.059, -0.062, -0.013, -0.173, 0.159, 0.145, 0.135, 0.113, 0.108, 0.109, 0.116, 0.119, 0.110, 0.108, 0.111, 0.049, -0.247, -0.010, -0.083, -0.092, -0.024, -0.086, -0.397, -0.303, 0.097, -0.114, -0.038, -0.157, -0.033, -0.094, -0.073, -0.016, -0.331, -0.275, 0.058, 0.114, 0.101, 0.097, 0.107, 0.137, 0.111, 0.099, 0.104, 0.114, -0.050, -0.271, -0.026, -0.056, -0.273, -0.044, -0.034, 0.679, -0.315, -0.276, -0.323, -0.174, -0.630, 0.070, -0.159, 0.076, 0.087, 0.078, 0.114, 0.111, 0.115, 0.112, 0.121, 0.127]
}

***

[3]
{
  "formula": "C37H30N5O2RuS",
  "method": "ωB97M-V with the def2-TZVPD basis set",
  "e_above_lowest_kcal_mol": 11.9,
  "e_homo_ev": [-5.176, -7.855],
  "multiplicity": 6,
  "total_charge": 0,
  "e_lumo_ev": [-0.69, -1.87],
  "symbols": ["Ru", "O", "C", "N", "C", "O", "C", "C", "C", "C", "C", "N", "C", "C", "C", "C", "C", "N", "H", "H", "H", "H", "H", "H", "H", "H", "C", "C", "C", "C", "C", "C", "C", "C", "S", "C", "N", "C", "C", "C", "C", "C", "C", "C", "C", "H", "H", "H", "H", "H", "H", "H", "H", "H", "H", "H", "H", "H", "H", "H", "H", "C", "C", "C", "C", "C", "C", "C", "C", "N", "H", "H", "H", "H", "H", "H"],
  "coordinates": [[-0.43350, 0.42132, 1.52000], [3.22903, 2.49347, 1.33621], [2.08072, 2.12370, 1.28802], [1.52773, 1.00620, 1.89087], [2.19515, 0.27925, 2.83960], [3.36765, 0.26098, 3.12854], [1.22691, -0.61013, 3.62980], [1.71825, -1.56659, 4.49483], [0.81513, -2.34854, 5.19896], [-0.54463, -2.12560, 5.03703], [-0.96206, -1.14569, 4.15332], [-0.09388, -0.41021, 3.45061], [1.03744, 2.91634, 0.52768], [1.42438, 3.76041, -0.49639], [0.43312, 4.40124, -1.22387], [-0.89299, 4.21631, -0.86446], [-1.18924, 3.38439, 0.20339], [-0.24143, 2.72820, 0.86982], [2.78980, -1.66998, 4.58708], [1.16743, -3.12452, 5.86557], [-1.28115, -2.70517, 5.57474], [-2.00854, -0.93993, 3.98159], [2.47736, 3.88079, -0.70694], [0.69129, 5.02959, -2.06593], [-1.69562, 4.70058, -1.40264], [-2.20750, 3.21746, 0.53266], [4.61141, 1.38618, -3.14704], [3.96515, 0.14797, -2.51186], [4.40237, -1.10534, -3.28175], [4.46819, 0.03474, -1.07198], [2.44310, 0.27299, -2.58732], [1.82257, 0.45651, -3.82831], [0.44316, 0.57255, -3.94165], [-0.33196, 0.51682, -2.79976], [-2.07983, 0.67006, -2.64463], [-1.93014, 0.50785, -0.91200], [-0.61733, 0.33774, -0.49768], [0.26474, 0.34258, -1.54693], [1.64890, 0.20544, -1.44913], [-2.93976, 0.56548, 0.05758], [-4.32515, 0.62333, -0.21269], [-5.22452, 0.70864, 0.83005], [-4.78915, 0.74296, 2.15459], [-3.41907, 0.66387, 2.42570], [-2.47975, 0.56126, 1.41634], [5.69873, 1.31516, -3.08106], [4.29867, 2.29378, -2.62722], [4.34446, 1.49081, -4.19906], [5.48796, -1.21514, -3.23738], [4.10981, -1.05463, -4.33114], [3.95087, -2.00040, -2.84966], [5.55860, -0.00683, -1.07361], [4.10823, -0.87499, -0.58653], [4.17315, 0.88851, -0.45958], [2.42004, 0.49526, -4.72922], [-0.01414, 0.71179, -4.91293], [2.08631, 0.05081, -0.47278], [-4.68247, 0.58559, -1.23597], [-6.28490, 0.75142, 0.61341], [-5.50189, 0.83859, 2.96286], [-3.09946, 0.72537, 3.46203], [-0.14965, -2.78298, 0.99751], [-1.38289, -2.81903, 0.35341], [-2.59039, -2.89661, 1.09964], [-3.81226, -2.84496, 0.47819], [-3.87383, -2.72797, -0.91524], [-2.70039, -2.68729, -1.68129], [-1.47829, -2.72706, -1.06166], [-5.14898, -2.60807, -1.56122], [-6.16920, -2.50567, -2.08255], [0.77328, -2.70289, 0.43815], [-0.08576, -2.97055, 2.06233], [-2.53340, -2.96815, 2.17881], [-4.72801, -2.87451, 1.05250], [-2.76985, -2.59600, -2.75651], [-0.56816, -2.66888, -1.64588]],
  "forces_ev_per_angstrom": [[-0.2, 0.6, -0.4], [0.0, 0.0, -0.1], [-0.1, 0.0, 0.1], [0.1, 0.0, 0.1], [-0.1, -0.1, 0.3], [0.0, 0.0, -0.1], [0.1, 0.2, -0.1], [-0.1, 0.0, 0.1], [0.0, 0.0, 0.0], [0.0, 0.1, 0.0], [0.1, 0.0, 0.1], [0.1, -0.3, -0.1], [0.1, -0.1, 0.0], [-0.1, 0.1, 0.0], [0.0, 0.0, 0.0], [0.0, 0.0, 0.0], [0.0, 0.0, 0.0], [0.1, -0.1, 0.0], [0.0, 0.0, 0.0], [0.0, 0.0, 0.0], [0.0, 0.0, 0.0], [0.0, -0.1, -0.1], [0.0, 0.0, 0.0], [0.0, 0.0, 0.0], [0.0, 0.0, 0.0], [0.0, 0.0, 0.0], [0.0, 0.0, 0.0], [0.0, 0.0, 0.0], [0.0, 0.0, 0.0], [0.0, 0.0, 0.0], [0.0, 0.0, 0.0], [0.0, 0.0, 0.0], [0.0, 0.0, 0.0], [0.0, 0.0, 0.0], [0.0, 0.0, 0.1], [0.1, 0.0, -0.2], [-0.4, -0.2, 0.2], [0.1, 0.1, 0.0], [0.0, 0.0, 0.0], [-0.1, 0.0, 0.1], [0.1, 0.0, 0.0], [-0.1, 0.0, 0.1], [0.0, 0.0, -0.1], [0.0, 0.0, 0.0], [0.1, 0.0, 0.0], [0.0, 0.0, 0.0], [0.0, 0.0, 0.0], [0.0, 0.0, 0.0], [0.0, 0.0, 0.0], [0.0, 0.0, 0.0], [0.0, 0.0, 0.0], [0.0, 0.0, 0.0], [0.0, 0.0, 0.0], [0.0, 0.0, 0.0], [0.0, 0.0, 0.0], [0.0, 0.0, 0.0], [0.0, 0.0, 0.0], [0.0, 0.0, 0.0], [0.0, 0.0, 0.0], [0.0, 0.0, 0.0], [0.0, 0.0, 0.0], [0.1, -0.4, 0.0], [0.0, 0.1, 0.0], [0.0, 0.0, 0.0], [0.1, 0.0, 0.0], [-0.1, 0.0, -0.1], [0.0, 0.0, 0.0], [0.0, 0.0, 0.0], [0.1, 0.0, 0.0], [0.0, 0.0, 0.0], [0.0, 0.0, 0.0], [0.0, 0.1, 0.0], [0.0, 0.0, 0.0], [0.0, 0.0, 0.0], [0.0, 0.0, 0.0], [0.0, 0.0, 0.0]],
  "lowdin_spin": [2.439, 0.016, 0.008, 0.066, 0.012, 0.018, 0.022, -0.003, 0.016, -0.003, 0.020, 0.022, 0.014, 0.003, 0.008, 0.004, 0.019, 0.091, 0.000, 0.001, 0.000, 0.001, 0.000, 0.001, 0.001, 0.002, 0.000, -0.001, 0.000, 0.000, 0.001, 0.038, 0.002, 0.029, 0.125, 0.291, 0.202, 0.007, 0.030, 0.069, 0.099, 0.024, 0.125, 0.026, 0.113, 0.000, 0.000, 0.000, 0.000, 0.000, 0.000, 0.000, 0.000, 0.000, 0.002, -0.001, 0.002, 0.007, -0.002, 0.008, -0.002, 0.484, 0.055, 0.126, -0.023, 0.134, -0.017, 0.124, 0.019, 0.066, 0.027, 0.026, 0.005, -0.004, -0.002, 0.004]
}